# 1
DFT (wB97M-V/def2-TZVPD) results for a 2-piece molecular cluster, C10H16 overall.

Calculated values
- ΔE to the lowest compared entry with this formula, charge and spin (eV) = 2.5863
- gap between HOMO and LUMO (Eh) = 0.364
- largest force on an atom (hartree/bohr) = 0.0723
- structure (SMILES) = Cc1ccccc1.CCC
- energy (Ha) = -390.54083

ORCA input file:
```
! RIJCOSX wB97M-V def2-TZVPD def2/J DEFGRID3
* xyz 0 1
C 1.190 0.206 2.516
C 1.644 0.208 1.079
C 1.827 -1.015 0.415
C 1.739 -1.062 -0.961
C 1.610 0.084 -1.729
C 1.891 1.310 -1.058
C 1.756 1.378 0.317
H 1.859 0.878 2.982
H 1.242 -0.840 2.889
H 0.086 0.418 2.427
H 1.741 -1.802 1.079
H 1.472 -2.044 -1.403
H 1.552 -0.059 -2.736
H 2.459 2.120 -1.378
H 1.901 2.348 0.768
C -3.030 -0.806 -1.295
C -2.137 -0.627 -0.124
C -1.343 0.789 -0.050
H -3.669 -1.765 -1.129
H -2.437 -0.742 -2.229
H -3.679 0.035 -1.250
H -2.667 -0.644 0.919
H -1.469 -1.605 -0.151
H -1.661 1.283 0.839
H -0.315 0.490 0.172
H -1.564 1.462 -0.911
*
```

***

# 2
DFT (wB97M-V/def2-TZVPD) results for a single C10H16 molecule.

Calculated values
- ΔE to the lowest compared entry with this formula, charge and spin (eV) = 3.0747
- gap between HOMO and LUMO (Eh) = 0.366
- largest force on an atom (hartree/bohr) = 0.1311
- structure (SMILES) = C=C1C(C)(C)C=CC1(C)C
- energy (Ha) = -390.52288

ORCA input file:
```
! RIJCOSX wB97M-V def2-TZVPD def2/J DEFGRID3
* xyz 0 1
C -0.039 1.939 0.435
C 0.032 0.737 0.036
C 1.207 -0.190 -0.139
C 1.979 -0.378 1.194
C 2.155 0.468 -1.292
C 0.680 -1.573 -0.478
C -0.598 -1.701 -0.052
C -1.298 -0.318 -0.033
C -1.987 -0.129 -1.391
C -2.159 -0.195 1.184
H -1.002 2.397 0.572
H 0.724 2.754 0.453
H 2.953 -0.743 0.964
H 1.488 -1.077 1.895
H 2.199 0.598 1.702
H 2.419 1.420 -0.898
H 1.565 0.516 -2.215
H 3.118 -0.077 -1.230
H 1.385 -2.428 -0.370
H -1.246 -2.500 -0.040
H -2.738 0.753 -1.080
H -2.428 -1.010 -1.689
H -1.242 0.213 -2.063
H -3.085 -0.730 1.048
H -2.338 0.810 1.605
H -1.770 -0.698 2.071
*
```

***

# 3
DFT (wB97M-V/def2-TZVPD) results for a 2-piece molecular cluster, C10H16 overall.

Calculated values
- ΔE to the lowest compared entry with this formula, charge and spin (eV) = 2.6482
- gap between HOMO and LUMO (Eh) = 0.368
- largest force on an atom (hartree/bohr) = 0.1424
- structure (SMILES) = Cc1ccccc1.CCC
- energy (Ha) = -390.53856

ORCA input file:
```
! RIJCOSX wB97M-V def2-TZVPD def2/J DEFGRID3
* xyz 0 1
C 0.047 2.052 2.865
C -0.820 1.304 1.844
C -1.670 1.854 0.923
C -2.639 1.053 0.431
C -2.818 -0.247 0.739
C -1.770 -0.799 1.483
C -0.720 -0.039 1.957
H 0.114 1.402 3.817
H -0.379 3.027 3.031
H 1.131 2.151 2.722
H -1.638 3.002 0.690
H -3.371 1.586 -0.218
H -3.470 -1.012 0.216
H -1.838 -1.857 1.777
H -0.045 -0.529 2.761
C 2.406 -2.274 -2.028
C 1.292 -1.403 -2.729
C 1.543 0.079 -2.271
H 2.744 -1.974 -1.061
H 2.402 -3.424 -2.056
H 3.316 -2.105 -2.651
H 0.322 -1.678 -2.093
H 0.972 -1.427 -3.715
H 1.405 0.326 -1.288
H 0.813 0.706 -2.765
H 2.669 0.223 -2.382
*
```

***

# 4
DFT (wB97M-V/def2-TZVPD) results for C10H16B2Br2CuF3O4 as an isolated structure.

Calculated values
- gap between HOMO and LUMO (spin up / spin down) (Eh) = 0.169 / 0.183
- largest force on an atom (hartree/bohr) = 0.0315
- <S²> = 0.759
- energy (Ha) = -7828.96939

ORCA input file:
```
! RIJCOSX wB97M-V def2-TZVPD def2/J DEFGRID3
* xyz 1 2
C 0.669 -2.989 0.863
O -0.381 -2.058 0.783
B -0.144 -0.718 1.046
O 0.250 -0.483 2.433
B -0.383 0.540 -0.110
C 0.860 1.675 0.149
C 2.193 1.513 -0.620
C 3.190 0.763 0.110
F 2.982 -0.410 0.669
C 4.517 1.305 0.246
F 4.965 1.898 1.272
F 5.320 1.303 -0.757
C -0.162 -0.076 -1.621
C -1.223 -0.894 -2.286
O -1.862 -1.751 -1.785
O -1.406 -0.604 -3.631
C -1.729 1.418 0.165
Br -1.684 2.216 1.993
C -3.128 0.840 0.007
C -3.416 -0.508 0.626
Br -3.799 1.032 -1.820
H 1.072 -3.114 1.893
H 0.264 -3.960 0.610
H 1.469 -2.782 0.159
H -0.325 -0.995 3.040
H 0.487 2.657 -0.134
H 1.095 1.788 1.205
H 2.141 1.145 -1.652
H 2.641 2.509 -0.715
H 0.090 0.742 -2.295
H 0.733 -0.704 -1.609
H -0.611 -0.894 -4.090
H -1.692 2.295 -0.473
H -3.787 1.523 0.524
H -2.707 -1.281 0.357
H -4.413 -0.817 0.347
H -3.375 -0.376 1.705
Cu 1.291 -1.748 3.395
*
```

***

# 5
DFT (wB97M-V/def2-TZVPD) results for a 2-piece molecular cluster, C10H16B2Cl2F2N4O5 overall.

Calculated values
- gap between HOMO and LUMO (Eh) = 0.282
- largest force on an atom (hartree/bohr) = 0.0955
- energy (Ha) = -2155.88217

ORCA input file:
```
! RIJCOSX wB97M-V def2-TZVPD def2/J DEFGRID3
* xyz 0 1
C 0.157 3.299 1.595
B -1.276 2.510 1.712
O -2.367 3.302 2.285
N -1.424 1.085 1.305
C -2.748 0.596 0.951
N -3.956 1.149 1.050
N -2.529 -0.727 0.349
C -1.057 -0.937 0.231
C -0.465 -1.985 -0.781
Cl 0.261 -1.591 -2.402
C -0.472 -3.345 -0.415
C 0.148 -4.503 -1.331
Cl -1.186 -3.944 1.166
C -0.613 0.597 0.144
C -0.735 1.347 -1.258
N -1.810 0.800 -2.150
H 0.906 2.769 0.929
H -0.027 4.384 1.275
H 0.593 3.261 2.661
H -2.147 3.323 3.247
H -4.629 1.089 0.271
H -4.262 1.723 1.851
H -3.065 -1.390 0.923
H -0.761 -1.302 1.266
H 0.121 -5.493 -0.760
H 1.251 -4.300 -1.552
H -0.406 -4.641 -2.309
H 0.508 0.633 0.341
H -0.894 2.469 -1.192
H 0.272 1.202 -1.784
H -2.537 1.510 -2.337
H -1.398 0.617 -3.082
B 4.932 -0.878 -0.878
O 4.041 -1.561 0.080
C 3.213 -0.651 0.568
O 2.346 -0.880 1.383
C 3.507 0.659 -0.034
O 2.926 1.697 0.200
O 4.515 0.539 -0.884
F 4.777 -1.441 -2.180
F 6.288 -0.989 -0.454
*
```

***

# 6
DFT (wB97M-V/def2-TZVPD) results for a 3-piece molecular cluster, C10H16Cl2O6 overall.

Calculated values
- ΔE to the lowest compared entry with this formula, charge and spin (eV) = 1.0971
- gap between HOMO and LUMO (Eh) = 0.407
- largest force on an atom (hartree/bohr) = 0.0805
- structure (SMILES) = C[C@H]1COC(=O)O1.C[C@H]1COC(=O)O1.ClCCCl
- energy (Ha) = -1762.45965

ORCA input file:
```
! RIJCOSX wB97M-V def2-TZVPD def2/J DEFGRID3
* xyz 0 1
C 12.043 14.352 7.796
C 13.231 14.172 8.765
C 12.914 14.830 10.131
O 13.577 13.945 11.025
C 13.838 12.749 10.397
O 14.162 11.777 11.043
O 13.484 12.845 9.082
H 11.151 13.806 8.102
H 12.357 13.802 6.909
H 11.682 15.367 7.631
H 14.062 14.681 8.277
H 11.845 14.767 10.330
H 13.353 15.825 10.210
C 5.875 22.344 13.026
C 4.965 21.099 12.944
C 4.358 20.745 14.250
O 2.995 20.390 13.942
C 2.710 20.916 12.774
O 1.584 20.963 12.271
O 3.804 21.425 12.245
H 6.185 22.907 12.145
H 6.815 22.174 13.551
H 5.363 23.066 13.663
H 5.357 20.198 12.472
H 4.307 21.568 14.963
H 4.961 19.943 14.675
Cl 5.535 15.242 8.302
C 4.968 14.721 9.911
C 3.592 15.363 10.061
Cl 2.982 15.061 11.696
H 5.686 15.040 10.666
H 5.046 13.635 9.951
H 2.882 14.917 9.365
H 3.536 16.435 9.868
*
```

***

# 7
DFT (wB97M-V/def2-TZVPD) results for C10H16Cl3FOW as an isolated structure.

Calculated values
- ΔE to the lowest compared entry with this formula, charge and spin (eV) = 1.3518
- gap between HOMO and LUMO (spin up / spin down) (Eh) = 0.134 / 0.134
- largest force on an atom (hartree/bohr) = 0.0599
- energy (Ha) = -2013.39495

ORCA input file:
```
! RIJCOSX wB97M-V def2-TZVPD def2/J DEFGRID3
* xyz 0 1
C 0.094 -0.062 -1.235
C 0.867 -0.949 -0.455
C 1.252 -0.324 0.757
C 1.368 -2.277 -0.941
C 0.759 0.992 0.767
C 0.136 1.226 -0.523
C -0.551 2.472 -0.929
C -0.586 -0.306 -2.552
C 1.974 -1.020 1.892
C 0.849 2.018 1.844
W -1.628 0.188 0.361
Cl -0.372 -4.560 1.343
Cl -2.782 -1.817 0.111
Cl -1.282 -0.547 2.516
H 0.642 -2.702 -1.638
H 1.499 -2.991 -0.121
H 2.343 -2.186 -1.479
H 1.623 -2.056 1.982
H 1.807 -0.502 2.839
H 3.045 -1.036 1.663
H 1.224 1.533 2.743
H -0.135 2.411 2.107
H 1.501 2.836 1.544
H -0.526 3.288 -0.181
H -1.658 2.277 -0.940
H -0.430 2.675 -2.016
H -0.491 -1.391 -2.742
H -0.091 0.274 -3.338
H -1.614 -0.060 -2.551
O -2.724 0.599 -1.059
H -3.654 0.231 -1.016
F -2.460 1.766 1.246
*
```

***

# 8
DFT (wB97M-V/def2-TZVPD) results for a 3-piece molecular cluster, C10H16Cl4NO4P overall.

Calculated values
- gap between HOMO and LUMO (Eh) = 0.257
- largest force on an atom (hartree/bohr) = 0.1921
- structure (SMILES) = N=[PH2]C1=C(CCO)C(=O)OC1=O.ClCCCl.ClCCCl
- energy (Ha) = -2928.25944

ORCA input file:
```
! RIJCOSX wB97M-V def2-TZVPD def2/J DEFGRID3
* xyz 0 1
N -2.151 0.191 -4.467
P -0.628 0.729 -4.620
C -0.373 2.408 -3.759
C -0.091 2.597 -2.318
C 0.079 1.611 -1.038
C 0.302 0.025 -1.350
O 0.297 -0.681 -0.027
C 0.014 4.242 -2.036
O 0.205 4.887 -0.861
O -0.153 4.910 -3.341
C -0.446 3.929 -4.410
O -0.772 4.132 -5.692
H -2.721 0.851 -3.885
H 0.307 -0.248 -4.126
H -0.341 0.919 -6.035
H -0.815 1.800 -0.270
H 1.050 1.977 -0.447
H -0.694 -0.355 -1.891
H 1.265 -0.214 -1.981
H -0.345 -0.214 0.605
Cl -3.123 -0.631 1.420
C -2.522 -1.806 2.616
C -1.925 -1.127 3.839
Cl -0.407 -0.277 3.462
H -1.794 -2.454 2.119
H -3.377 -2.421 2.913
H -1.688 -1.876 4.600
H -2.620 -0.404 4.277
Cl 4.146 -4.535 3.460
C 3.664 -2.859 3.099
C 2.274 -2.534 3.624
Cl 1.000 -3.410 2.740
H 3.731 -2.712 2.017
H 4.403 -2.208 3.577
H 2.070 -1.467 3.498
H 2.179 -2.776 4.687
*
```